Record 1
{
  "formula": "C2ClF4NO",
  "method": "wB97M-V/def2-TZVPD",
  "elements": ["C", "C", "N", "O", "F", "F", "F", "F", "Cl"],
  "positions_angstrom": [[0.47504, -0.97954, 0.40437], [1.26905, -0.09316, -0.42304], [-1.65367, 1.24006, -0.33100], [-0.16495, -0.80800, 1.34670], [0.66397, -2.22820, -0.15785], [1.56897, -0.51392, -1.65060], [-1.63012, 1.87381, 0.86643], [-2.31742, 0.11686, -0.13006], [1.78914, 1.39209, 0.07505]],
  "atomic_forces_ev_per_a": [[2.2127, -1.3941, -3.0000], [-0.4041, -0.4617, -0.4812], [0.5319, 0.8224, -0.2279], [-1.4033, 0.5899, 2.4433], [-0.5754, 0.1395, 0.4753], [0.1461, 0.5613, 0.6620], [-0.2189, -0.4506, -0.2379], [-0.4475, -0.3120, 0.3912], [0.1585, 0.5055, -0.0247]],
  "nbo_charge": [0.731, 0.231, 0.400, -0.482, -0.348, -0.272, -0.209, -0.187, 0.136],
  "homo_lumo_gap_ev": [9.54, 8.48],
  "e_lumo_ev": [-1.6, -1.0],
  "charge": 0,
  "e_tot_ev": -28997.78514,
  "fmax_ev_per_a": 4.0
}

=====

Record 2
{
  "formula": "C20H27NO5",
  "method": "wB97M-V/def2-TZVPD",
  "elements": ["C", "C", "O", "C", "C", "C", "C", "O", "C", "O", "O", "C", "C", "O", "H", "H", "H", "H", "H", "H", "H", "H", "H", "H", "H", "H", "H", "C", "N", "C", "C", "C", "C", "C", "C", "C", "C", "C", "C", "H", "H", "H", "H", "H", "H", "H", "H", "H", "H", "H", "H", "H", "H"],
  "positions_angstrom": [[-1.20566, 3.24162, 4.01252], [0.04628, 3.18002, 3.18354], [0.54923, 1.82278, 3.31469], [0.57207, 1.07583, 2.19925], [0.60456, -0.39017, 2.47170], [-0.02475, -0.91438, 3.68140], [0.29355, -2.31996, 4.11023], [-0.88335, -0.25950, 4.30036], [1.94429, -0.87383, 2.06883], [2.30810, -2.04892, 2.03371], [2.79430, 0.12569, 1.74667], [4.19062, -0.27413, 1.69390], [4.98274, 0.98798, 1.47765], [0.54974, 1.56768, 1.07569], [-1.67621, 4.22403, 3.93302], [-1.90854, 2.47250, 3.66716], [-0.98952, 3.03284, 5.06668], [-0.15739, 3.37334, 2.12749], [0.84616, 3.81307, 3.57464], [1.25370, -2.67179, 3.72481], [0.24892, -2.35474, 5.20389], [-0.47687, -3.00286, 3.73938], [4.46820, -0.73431, 2.66091], [4.32998, -0.99985, 0.87176], [6.01984, 0.73019, 1.25721], [4.57747, 1.58621, 0.65926], [4.98509, 1.60084, 2.38280], [0.56537, 0.75022, -3.03585], [-0.53913, 0.60274, -2.09722], [-1.79092, 1.29385, -2.37712], [-0.36074, -0.01346, -0.93902], [-1.37729, -0.21328, -0.00708], [-1.22825, -1.11214, 1.04390], [-2.40534, -1.43895, 1.83627], [-2.55624, -2.72636, 2.37809], [-3.66324, -3.06198, 3.15002], [-4.67411, -2.11547, 3.37344], [-4.55435, -0.83484, 2.82171], [-3.42128, -0.48508, 2.07779], [0.20601, 1.33944, -3.87953], [1.41869, 1.24086, -2.54548], [0.90149, -0.23163, -3.39377], [-1.68336, 1.77116, -3.35412], [-2.63354, 0.59247, -2.40347], [-1.99807, 2.04416, -1.60206], [0.66198, -0.35650, -0.72474], [-2.32345, 0.32766, -0.14266], [-0.45663, -1.88889, 0.94438], [-1.77658, -3.47032, 2.15550], [-3.73857, -4.07263, 3.56331], [-5.56561, -2.39401, 3.93226], [-5.35318, -0.09998, 2.95553], [-3.30929, 0.52883, 1.68263]],
  "atomic_forces_ev_per_a": [[-0.3539, -0.0674, 0.3078], [0.3531, -0.6224, 0.0854], [-0.1625, 0.2830, -0.5257], [-0.7810, 0.3776, -0.0620], [0.9959, 1.1102, -0.0608], [-1.0700, 0.8611, 0.3761], [0.2831, -0.2658, 0.3514], [0.8353, -0.9032, -0.6625], [-0.5282, -1.5989, -0.1733], [-0.1496, 0.9082, -0.0889], [0.6888, -0.3774, 0.2385], [-0.3030, -0.0669, -0.1074], [0.2132, 0.1933, 0.1222], [0.0816, -0.3086, 0.6618], [0.0061, -0.0046, 0.0156], [0.1165, 0.1962, 0.0875], [-0.0518, 0.0461, -0.2190], [0.2390, 0.1512, 0.2021], [-0.1778, 0.1653, -0.2210], [-0.2543, 0.0571, 0.2556], [0.0266, -0.0100, -0.1846], [0.0590, 0.1729, 0.0493], [-0.2115, -0.0220, -0.5704], [-0.0718, 0.2489, 0.4868], [-0.0010, 0.0396, -0.0598], [0.0416, -0.1094, 0.0061], [-0.0826, -0.0027, -0.1172], [0.3456, -0.1170, 0.1809], [0.0572, 0.2485, 0.2680], [-0.0459, -0.0634, -0.1023], [-0.1695, -0.1794, 0.3256], [0.1216, 0.3660, -0.4266], [0.4756, -0.7803, -0.9514], [-0.6254, 0.1155, 0.9434], [0.2720, 0.0350, -0.2041], [-0.1984, 0.1048, -0.0348], [0.3870, -0.1130, -0.3991], [0.2635, 0.0651, -0.2195], [0.0386, -0.4642, 0.1865], [0.3193, -0.0724, 0.0775], [-0.2524, 0.0186, -0.2548], [-0.1345, 0.2127, 0.0077], [-0.2535, -0.0024, 0.2815], [0.1636, 0.0743, -0.0520], [0.0917, -0.0754, -0.2292], [-0.5628, -0.0990, -0.1942], [0.5662, -0.3527, 0.1769], [-0.5213, 0.3870, 0.1186], [-0.4716, 0.3264, 0.1905], [-0.0514, 0.4136, -0.1441], [0.2293, 0.1152, -0.0355], [0.3180, -0.2584, 0.0559], [-0.1035, -0.3565, 0.2412]],
  "nbo_charge": [-0.626, -0.079, -0.506, 0.829, -0.478, 0.553, -0.725, -0.622, 0.781, -0.658, -0.529, -0.066, -0.625, -0.664, 0.202, 0.222, 0.220, 0.203, 0.182, 0.252, 0.232, 0.225, 0.190, 0.188, 0.210, 0.215, 0.212, -0.405, -0.355, -0.417, 0.227, -0.400, 0.008, -0.140, -0.161, -0.215, -0.185, -0.231, -0.102, 0.211, 0.219, 0.210, 0.212, 0.215, 0.218, 0.228, 0.217, 0.234, 0.216, 0.219, 0.217, 0.216, 0.203],
  "homo_lumo_gap_ev": 6.64,
  "e_lumo_ev": -0.7,
  "charge": 0,
  "e_tot_ev": -32903.47586,
  "fmax_ev_per_a": 1.7
}

=====

Record 3
{
  "formula": "C2H3N5O",
  "method": "wB97M-V/def2-TZVPD",
  "elements": ["O", "N", "C", "N", "N", "C", "N", "N", "H", "H", "H"],
  "positions_angstrom": [[-1.93002, 0.89466, 0.02006], [-2.07904, -0.55064, -0.09169], [-0.97539, -1.23316, -0.10199], [0.30514, -0.42830, 0.28968], [0.49213, 0.83034, 0.12569], [1.83235, 0.97516, -0.17854], [2.42999, -0.30652, -0.11916], [1.46546, -1.13678, 0.09838], [-2.94459, 1.20430, -0.02584], [-0.73399, -2.21483, -0.11435], [2.13796, 1.96577, 0.09777]],
  "atomic_forces_ev_per_a": [[-3.6746, -1.5518, -0.0675], [1.3124, -0.4735, -0.7932], [-0.0227, 8.1064, 2.4193], [0.0821, -2.9432, -2.0960], [2.3749, 2.0523, -1.0075], [-3.3395, -2.5413, 2.6760], [-1.3653, 1.4636, -0.0091], [0.2801, 0.0880, -0.1314], [3.2729, -1.2653, 0.1268], [-0.1283, -3.0414, -0.2626], [1.2080, 0.1063, -0.8547]],
  "nbo_charge": [-0.526, -0.107, 0.195, -0.062, -0.203, 0.045, -0.219, -0.066, 0.491, 0.227, 0.226],
  "homo_lumo_gap_ev": 10.36,
  "e_lumo_ev": 0.1,
  "charge": 0,
  "e_tot_ev": -11615.35316,
  "smiles": "O/N=C\\n1ncnn1",
  "fmax_ev_per_a": 8.5
}

=====

Record 4
{
  "formula": "C3H20O8S",
  "method": "wB97M-V/def2-TZVPD",
  "elements": ["C", "O", "C", "C", "S", "H", "H", "H", "H", "H", "H", "H", "H", "O", "H", "H", "O", "H", "H", "O", "H", "H", "O", "H", "H", "O", "H", "H", "O", "H", "H", "O"],
  "positions_angstrom": [[0.05400, 0.45052, 0.54203], [-0.74508, -0.27883, -0.38292], [-0.63635, 0.67506, 1.89567], [0.25406, 1.49815, 2.82496], [-0.47701, 1.78277, 4.49660], [0.99119, -0.09198, 0.75558], [0.31036, 1.41490, 0.07261], [-0.88370, -0.28978, 2.34003], [-1.56037, 1.23355, 1.72462], [0.46662, 2.48427, 2.39424], [1.21377, 0.98975, 2.97100], [-3.26243, 1.39028, -0.75195], [-2.42206, 0.13647, -0.37918], [-3.35283, 0.49451, -0.38624], [0.20410, -0.37969, -3.18416], [-0.34783, 0.16197, -1.74693], [0.01374, 0.43477, -2.69466], [-0.12394, -1.56738, -0.98350], [-0.09574, -3.11902, -0.74486], [0.26153, -2.45157, -1.35547], [2.85362, -2.20908, -2.90593], [1.47264, -2.87406, -2.70763], [2.24594, -2.86301, -3.32514], [-2.57547, -2.42971, 1.03861], [-1.35683, -1.75774, 0.40022], [-1.67229, -2.61134, 0.81187], [2.60061, -1.20739, -1.02908], [2.86729, -0.02413, -1.93440], [3.24522, -0.85877, -1.65319], [0.74551, 3.16569, -1.89057], [0.67801, 1.98468, -2.83040], [1.04385, 2.89345, -2.76144]],
  "atomic_forces_ev_per_a": [[-0.4785, -0.3740, 0.0333], [0.0425, -0.1640, 0.1709], [0.4412, 0.6636, -0.5706], [-0.2098, -0.0492, 0.7171], [0.0532, 0.0101, -0.0831], [0.0839, 0.0722, -0.2048], [0.1514, 0.0133, 0.2501], [-0.0124, 0.0311, 0.0873], [-0.1075, -0.1669, 0.0940], [-0.0155, -0.1771, -0.2015], [0.0074, -0.0008, -0.1622], [0.0620, -0.5655, 0.2429], [-0.1376, 0.3435, -0.0022], [0.0411, 0.2692, -0.2864], [-0.0885, 0.2617, 0.3633], [0.1772, -0.0192, -0.5250], [-0.1000, -0.3525, 0.0678], [0.3209, -0.5293, -0.2100], [0.0897, 0.3417, -0.3157], [-0.1430, 0.0979, 0.4791], [-0.6904, -0.5171, -0.3137], [0.5732, 0.1738, -0.3463], [0.0025, 0.2216, 0.4488], [-0.6194, 0.1628, 0.1949], [-0.2209, -0.2376, 0.3571], [0.7421, 0.1658, -0.4145], [-0.2662, -0.0854, 0.0897], [-0.2609, 0.2863, -0.1026], [0.4389, -0.0314, 0.1518], [0.0474, 0.1039, 0.0980], [0.0102, -0.1754, -0.0844], [0.0658, 0.2268, -0.0230]],
  "nbo_charge": [-0.040, -0.967, -0.442, -0.510, -0.770, 0.130, 0.132, 0.203, 0.199, 0.168, 0.168, 0.452, 0.511, -1.005, 0.478, 0.514, -1.058, 0.509, 0.484, -1.060, 0.486, 0.503, -1.028, 0.464, 0.505, -1.008, 0.495, 0.490, -0.967, 0.456, 0.508, -1.001],
  "homo_lumo_gap_ev": 5.54,
  "e_lumo_ev": 5.3,
  "charge": -2,
  "e_tot_ev": -30652.64850,
  "fmax_ev_per_a": 1.0
}

=====

Question: Which formula does entry 2 have?
Answer: C20H27NO5